{"formula": "C4H7NO2", "method": "the ωB97M-V functional and the def2-TZVPD basis", "elements": ["C", "C", "C", "C", "N", "O", "O", "H", "H", "H", "H", "H", "H", "H"], "coordinates": [[-0.17, 0.73, -0.10], [0.42, -0.44, -0.13], [-1.72, 0.44, -0.30], [-1.64, -1.05, 0.28], [2.88, 0.62, 0.15], [-0.38, -1.49, -0.06], [2.26, -0.58, -0.06], [0.30, 1.73, -0.13], [-2.57, 1.01, 0.27], [-1.92, 0.43, -1.29], [-1.77, -1.00, 1.33], [-2.39, -1.72, -0.19], [3.38, 0.46, 1.03], [3.33, 0.86, -0.81]], "orbital_gap_ev": [6.77, 5.85], "charge": 0, "s_squared": 2.014, "de_lowest_kj_mol": 387.11, "multiplicity": 3, "e_tot_ev": -9837.64391}

{"formula": "C4H9N2O2", "method": "the ωB97M-V functional and the def2-TZVPD basis", "elements": ["C", "C", "C", "C", "N", "N", "O", "O", "H", "H", "H", "H", "H", "H", "H", "H", "H"], "coordinates": [[2.25, 0.99, 0.16], [-1.14, -0.88, 1.09], [-0.93, -0.80, -0.96], [-1.27, 0.20, -0.01], [1.13, 1.37, -0.30], [-0.71, -1.82, 0.09], [2.82, -0.21, 0.06], [-1.50, 1.45, 0.11], [2.96, 1.70, 0.81], [-0.35, -0.66, 1.80], [-1.98, -0.97, 1.82], [-1.89, -1.09, -1.63], [-0.21, -0.47, -1.71], [0.94, 2.43, -0.27], [2.39, -0.73, -0.57], [-1.33, -2.58, 0.07], [-1.18, 2.07, -0.57]], "orbital_gap_ev": 8.95, "charge": 1, "de_lowest_kj_mol": 407.34, "e_tot_ev": -11358.74570}